# 1
89
Properties=species:S:1:pos:R:3 method="wB97M-V/def2-TZVPD" charge=-1 relative_energy_ev=0.110 lumo_ev=1.648 max_force_ev_per_a=0.89 e_tot_ha=-3241.97981 homo_energy_ev=-4.65
Na 0.0661 -0.0547 0.4265
C -0.3329 2.5748 -1.0874
N -0.7350 2.2968 0.2847
C -0.2583 3.2988 1.2174
C 0.5605 2.8183 2.4037
C 0.9169 3.7668 3.3633
C 1.7453 3.3984 4.4040
C 2.1954 2.0875 4.4599
C 1.7664 1.2128 3.4774
N 0.9627 1.5574 2.4726
C -2.1641 2.0471 0.4485
C -2.7059 0.9183 -0.4023
C -4.0602 0.8519 -0.7147
C -4.5346 -0.2469 -1.4100
C -3.6451 -1.2382 -1.7928
C -2.3081 -1.0684 -1.4769
N -1.8519 -0.0137 -0.8097
C 1.1086 2.2080 -1.3920
C 1.6432 2.5096 -2.6431
C 2.9194 2.0833 -2.9472
C 3.6456 1.3987 -1.9799
C 3.0416 1.1679 -0.7610
N 1.7950 1.5492 -0.4681
H -0.9363 1.9689 -1.7615
H -0.5033 3.6305 -1.3580
H 0.3735 4.0141 0.6804
H -1.1018 3.8849 1.6090
H 0.5477 4.7822 3.2791
H 2.0386 4.1189 5.1576
H 2.8537 1.7463 5.2472
H 2.0756 0.1740 3.5017
H -2.3182 1.7529 1.4924
H -2.7643 2.9533 0.2531
H -4.7301 1.6388 -0.3902
H -5.5886 -0.3301 -1.6456
H -3.9718 -2.1180 -2.3297
H -1.5637 -1.8066 -1.7543
H 1.0408 3.0332 -3.3746
H 3.3441 2.2614 -3.9270
H 4.6418 1.0292 -2.1804
H 3.5676 0.6339 0.0241
O 5.6433 -2.7937 -4.5708
C 4.7418 -2.0520 -5.0037
O 4.6163 -1.4766 -6.1013
C 3.5442 -1.8614 -4.0431
C 2.3203 -1.3865 -4.4810
C 1.2947 -1.1971 -3.5615
N 1.4232 -1.4009 -2.2507
C 2.5995 -1.8814 -1.8282
C 3.6566 -2.1451 -2.6926
C 2.7833 -2.1108 -0.3563
C 3.9688 -2.6567 0.1461
C 4.1193 -2.8277 1.5101
C 3.0878 -2.4519 2.3573
C 1.9509 -1.9163 1.7781
N 1.8008 -1.7520 0.4656
C -0.0325 -0.7794 -4.1114
C -0.6054 -1.5669 -5.1125
C -1.7952 -1.1661 -5.6902
C -2.3765 0.0192 -5.2643
C -1.7349 0.7340 -4.2679
N -0.5956 0.3533 -3.6945
H 2.1971 -1.1395 -5.5281
H 4.5963 -2.5709 -2.3742
H 4.7721 -2.9420 -0.5144
H 5.0353 -3.2515 1.9034
H 3.1547 -2.5707 3.4304
H 1.1027 -1.6072 2.3823
H -0.1102 -2.4780 -5.4193
H -2.2596 -1.7664 -6.4625
H -3.3049 0.3804 -5.6859
H -2.1651 1.6625 -3.9013
Cl -4.5325 -3.4039 5.9464
C -3.5646 -2.6712 4.6820
C -3.0572 -3.4577 3.6854
C -2.2730 -2.9080 2.6699
I -1.5026 -4.1487 1.1809
C -1.9364 -1.5414 2.5950
O -1.2077 -1.0421 1.7028
C -2.5195 -0.7154 3.6640
N -2.2572 0.6121 3.6113
C -2.7279 1.3926 4.5504
C -3.5050 0.9280 5.6275
C -3.7969 -0.4036 5.6945
C -3.3086 -1.2801 4.6996
H -3.2643 -4.5197 3.6890
H -2.4894 2.4506 4.4687
H -3.8655 1.6200 6.3777
H -4.3963 -0.8037 6.5013

# 2
7
Properties=species:S:1:pos:R:3 method="wB97M-V/def2-TZVPD" charge=-1 relative_energy_ev=0.000 lumo_ev=3.144 max_force_ev_per_a=3.08 e_tot_ha=-5834.97261 homo_energy_ev=-5.15
C 0.5631 -0.9677 -0.4224
C -0.2425 0.4234 0.2458
O 1.7209 -0.7861 -0.5727
O -0.3059 -1.7451 -0.7622
Cl 0.2144 2.0087 -0.7003
Br -2.1035 0.0396 0.0568
Br 0.1536 1.0272 2.1549

# 3
17
Properties=species:S:1:pos:R:3 method="wB97M-V/def2-TZVPD" relative_energy_ev=3.097 lumo_ev=1.067 max_force_ev_per_a=0.43 e_tot_ha=-309.72854 smiles="CC1=C[C@H]2OC[C@@H]12.[H][H]" homo_energy_ev=-9.41
C -1.0230 -1.6848 0.0216
C -0.2599 -0.4849 0.4657
C 1.0129 -0.2118 0.7972
C 0.7472 1.2652 0.9613
O 0.9436 2.0397 -0.2449
C -0.4144 1.8251 -0.6501
C -0.7173 0.9515 0.5843
H -1.9259 -1.8145 0.6298
H -0.4202 -2.5950 0.0851
H -1.3509 -1.5575 -1.0186
H 1.9228 -0.8070 0.8334
H 1.0642 1.8025 1.8582
H -0.4965 1.3343 -1.6281
H -0.9699 2.7702 -0.6641
H -1.5851 1.1960 1.2008
H 1.7763 -2.3628 -1.7388
H 1.6960 -1.6663 -1.4927

# 4
108
Properties=species:S:1:pos:R:3 method="wB97M-V/def2-TZVPD" charge=-1 relative_energy_ev=0.427 lumo_ev="2.283 / 2.247" s_squared=0.756 max_force_ev_per_a=2.74 multiplicity=2 e_tot_ha=-6195.66308 homo_energy_ev="-3.67 / -3.69"
Ti 0.0693 -1.1217 1.0085
C 4.3938 0.0442 4.2256
N 3.2790 0.6831 4.9039
C 2.7857 0.2689 6.1398
C 1.5682 0.7806 6.2867
N 1.2676 1.5084 5.1220
C 2.3482 1.4435 4.2450
S 2.5927 2.2420 2.7827
C -0.1077 1.6996 4.7347
C -1.0744 1.9331 5.7016
C -2.3996 1.9382 5.2974
C -2.7017 1.7237 3.9684
C -1.6498 1.5410 3.0852
N -0.3745 1.5324 3.4655
H 5.2621 0.0141 4.8831
H 4.6185 0.6252 3.3366
H 4.1111 -0.9655 3.9235
H 3.3625 -0.3592 6.8003
H 0.8589 0.6688 7.0872
H -0.8074 2.1107 6.7353
H -3.1878 2.0867 6.0275
H -3.7262 1.6691 3.6219
H -1.8199 1.3477 2.0395
Cl 1.4729 -5.8085 1.6442
C 2.3652 -4.5016 0.9366
C 3.6792 -4.7314 0.4710
C 4.4000 -3.7386 -0.1112
Cl 6.0168 -4.0811 -0.6997
C 3.8673 -2.4343 -0.2497
C 4.5124 -1.3323 -0.8469
C 3.8849 -0.1347 -0.8590
C 2.5980 0.0064 -0.2950
N 1.9540 -1.0034 0.2172
C 2.5723 -2.2187 0.2492
C 1.7766 -3.2617 0.8372
O 0.5968 -2.9563 1.2365
H 4.1173 -5.7154 0.5850
H 5.4964 -1.4519 -1.2844
H 4.3679 0.7279 -1.2989
H 2.0915 0.9621 -0.2507
S 1.1596 -1.1062 3.2837
S -0.0842 -2.5073 4.1732
S -1.9667 -1.6986 3.9488
S -2.2537 -1.5642 1.8830
C -3.9287 2.6808 0.6110
C -2.8221 3.3556 -0.1924
C -1.8677 4.1408 0.7094
C -3.4332 4.3101 -1.2105
O -2.1572 2.3277 -0.9425
Si -0.7393 1.5124 -1.0229
O -0.4724 0.4434 0.1446
O -0.8043 0.8065 -2.5166
C -1.9196 0.3034 -3.2834
C -2.9539 -0.3722 -2.3814
C -1.3351 -0.6943 -4.2644
C -2.5773 1.4503 -4.0500
O 0.5435 2.5417 -1.0225
C 1.1091 3.4766 -1.9479
C 0.1819 3.7771 -3.1250
C 2.4107 2.8741 -2.4651
C 1.4044 4.7530 -1.1809
H -4.3631 3.3794 1.3350
H -3.5246 1.8166 1.1448
H -4.7175 2.3271 -0.0589
H -2.2650 5.1444 0.8924
H -0.8898 4.2342 0.2299
H -1.7180 3.6541 1.6677
H -4.0780 5.0382 -0.7073
H -4.0322 3.7562 -1.9395
H -2.6451 4.8504 -1.7477
H -2.4561 -0.9968 -1.6431
H -3.6367 -0.9890 -2.9766
H -3.5404 0.3821 -1.8415
H -0.9838 -1.5874 -3.7358
H -0.4882 -0.2441 -4.7905
H -2.0914 -0.9917 -4.9967
H -2.8777 2.2282 -3.3493
H -3.4649 1.0812 -4.5746
H -1.8837 1.8830 -4.7803
H -0.0797 2.8528 -3.6446
H 0.6801 4.4556 -3.8246
H -0.7457 4.2452 -2.7765
H 2.2029 1.9249 -2.9727
H 3.0848 2.6840 -1.6252
H 2.9000 3.5551 -3.1644
H 0.4797 5.1976 -0.8017
H 1.8930 5.4803 -1.8381
H 2.0608 4.5411 -0.3317
C -2.0700 -4.6057 0.1707
N -1.5538 -4.5326 -1.2050
C -2.6252 -4.5954 -2.1982
C -0.6448 -3.4913 -1.4577
O -0.6331 -2.4066 -0.8864
N 0.2702 -3.7472 -2.4417
C 0.4762 -5.0505 -3.0540
C 1.2418 -2.7209 -2.8015
H -2.4936 -5.6035 0.3058
H -2.8257 -3.8517 0.3740
H -1.2646 -4.4624 0.8796
H -3.3711 -3.8091 -2.0332
H -3.1215 -5.5639 -2.1287
H -2.2223 -4.4823 -3.2073
H -0.0241 -5.8105 -2.4668
H 1.5488 -5.2645 -3.0860
H 0.0901 -5.0741 -4.0796
H 0.9203 -1.7623 -2.4109
H 1.3279 -2.6579 -3.8887
H 2.2230 -2.9616 -2.3843

# 5
15
Properties=species:S:1:pos:R:3 method="wB97M-V/def2-TZVPD" relative_energy_ev=2.578 lumo_ev=0.631 max_force_ev_per_a=8.68 e_tot_ha=-324.87789 smiles="CC(=O)O.CN" homo_energy_ev=-9.53
C 0.4509 -1.8193 1.4839
C 1.5790 -1.1626 0.6652
O 2.6424 -0.8128 1.0135
O 1.2352 -1.0778 -0.6233
H 0.5671 -3.0078 1.6036
H -0.4799 -1.9574 0.9205
H 0.1549 -1.4192 2.3515
H 1.8212 -0.6125 -1.3047
C -1.5579 1.6183 -0.5220
N -0.5743 1.7168 -1.6292
H -1.4706 1.9224 0.5340
H -1.6553 0.5488 -0.3286
H -2.4297 2.0368 -1.0236
H -0.4887 2.7403 -1.6167
H 0.2058 1.2859 -1.5239

# 6
9
Properties=species:S:1:pos:R:3 method="wB97M-V/def2-TZVPD" relative_energy_ev=4.750 lumo_ev="-0.970 / -0.974" max_force_ev_per_a=4.59 e_tot_ha=-882.81081 homo_energy_ev="-7.98 / -7.98"
C -0.5602 -0.3620 0.4450
C 1.2906 1.5706 0.7380
N 0.2609 -1.2568 0.7512
Si -0.0485 1.3009 -0.4662
Cl 2.6202 0.5339 0.3109
H -0.1544 -2.0618 1.3208
H 1.2203 -1.1564 0.6797
H 0.0074 0.8903 -1.8935
H -1.2305 1.9412 0.1282

# 7
37
Properties=species:S:1:pos:R:3 method="wB97M-V/def2-TZVPD" charge=+1 lumo_ev="-8.281 / -5.737" s_squared=4.011 max_force_ev_per_a=5.59 multiplicity=4 e_tot_ha=-3375.84047 homo_energy_ev="-14.79 / -14.80"
Cr 27.7936 18.3000 -14.3817
F 29.3066 18.2646 -13.2842
N 28.2020 20.0530 -15.0677
S 29.8405 20.5807 -15.5213
O 30.6001 21.1143 -14.4681
O 29.9751 21.0372 -16.8478
F 30.3443 19.0922 -15.6355
S 27.5252 21.5213 -15.2255
O 27.1769 21.8200 -16.5592
O 28.0695 22.4814 -14.3508
F 26.1257 21.1454 -14.5885
C 29.9010 13.1092 -12.2830
C 29.1008 14.3671 -12.5488
O 28.0474 13.9794 -13.4698
P 26.9175 15.0023 -13.7824
O 27.3929 16.4247 -13.8059
O 26.3552 14.5336 -15.1613
C 25.0302 14.9281 -15.6084
C 24.8456 14.7897 -17.0760
O 25.7165 14.8320 -12.7849
C 25.3339 13.5146 -12.3493
C 24.9092 13.6299 -10.8545
H 30.7304 13.2507 -11.5906
H 29.3430 12.2694 -11.8651
H 30.3135 12.6502 -13.1858
H 28.6828 14.5345 -11.5444
H 29.5392 15.3414 -12.7549
H 24.2580 14.4377 -15.0068
H 24.8759 15.9268 -15.1720
H 24.4378 13.8225 -17.3769
H 23.9090 15.3158 -17.3042
H 25.6785 15.1540 -17.6663
H 24.4726 13.1400 -12.8985
H 26.1573 12.8028 -12.3531
H 25.6443 14.2950 -10.4047
H 23.9746 14.1901 -10.8849
H 24.8062 12.6423 -10.4202

# 8
15
Properties=species:S:1:pos:R:3 method="wB97M-V/def2-TZVPD" charge=+1 relative_energy_ev=3.479 lumo_ev="-4.446 / -4.801" max_force_ev_per_a=7.26 e_tot_ha=-684.99887 smiles="CC1=CS[C@@H](O)[NH2+]1" homo_energy_ev="-13.05 / -12.11"
C -2.0494 -0.6624 -0.2759
C -0.6209 -0.3233 -0.3766
C 0.6472 -1.6208 -0.2206
S 2.1149 -0.9234 0.1528
C 1.4203 0.8167 0.4095
O 1.6811 1.6254 -0.6601
N -0.0666 0.7372 0.4749
H -2.6246 0.2408 -0.0761
H -2.2721 -1.3942 0.5050
H -2.3893 -1.0841 -1.2196
H 0.5259 -2.5723 -0.6967
H 1.8235 1.2029 1.3579
H 2.6138 1.6616 -0.9047
H -0.4035 1.6307 0.0796
H -0.4003 0.6651 1.4507